(1)
The following is a quantum chemistry calculation of C2H4Br2 in the gas phase, from OMol25.

XYZ file:
```
8
Properties=species:S:1:pos:R:3:forces:R:3
Br 1.21911 -1.04355 -1.66806 0.2 -0.2 0.2
C 0.76159 0.00164 -0.07941 -0.2 0.2 -0.8
C -0.71078 -0.11147 0.11000 -1.1 0.7 0.7
Br -1.10324 1.17448 1.59233 -0.1 -0.5 -0.2
H 0.92129 1.03296 -0.39401 0.5 -0.2 0.3
H 1.36338 -0.29232 0.78056 -0.1 0.0 -0.3
H -1.16044 -1.06958 0.37062 0.5 0.0 0.2
H -1.29092 0.30783 -0.71203 0.3 -0.1 -0.1
```
Positions in Å, forces in eV/Å.

The value obtained for the highest occupied orbital energy is -10.44 eV. For the maximum force, the calculation gives 1.52 eV/A. The SMILES is BrCCBr. For the total energy, the calculation gives -142223.821 eV. Its relative energy (zero: lowest compared OMol25 entry of this formula, charge and spin) is 3.5 kcal per mole. The calculation puts the HOMO-LUMO gap at 11.03 eV.

Here are the Löwdin charges for atoms 1 to 5, given in e: atom 1 (Br): 0.609, atom 2 (C): -0.731, atom 3 (C): -0.672, atom 4 (Br): 0.574, atom 5 (H): 0.045

(2)
The following is a quantum chemistry calculation of a molecular structure, C31H63BN2O14S, from OMol25.

XYZ file:
```
112
Properties=species:S:1:pos:R:3:forces:R:3
C -2.76626 0.91160 1.46724 -0.3 0.4 -0.7
O -1.67051 0.52440 0.62521 -0.1 -0.8 0.4
B -0.67815 -0.19272 1.25640 0.0 0.7 0.1
O -0.07400 -1.25184 0.63040 0.0 -0.2 0.5
C -0.22925 0.25235 2.71023 0.0 -0.5 -0.3
C 0.31126 1.55564 2.95659 -0.1 -0.2 0.5
C 0.65229 1.94429 4.21625 0.0 0.1 -0.6
C 0.47096 1.01984 5.27176 0.2 0.1 0.8
N 0.75905 1.23077 6.56224 0.2 0.4 0.1
S 0.41872 -0.10523 7.35540 -0.3 -0.5 -0.4
N -0.12606 -1.04843 6.14271 0.2 0.6 1.0
C -0.04175 -0.28459 5.06152 -0.3 -0.1 -1.3
C -0.40791 -0.64183 3.72883 0.1 0.0 0.0
H -2.57082 1.83897 1.99899 0.2 0.0 0.2
H -3.61200 1.08959 0.80971 -0.1 0.0 -0.1
H -3.05485 0.11806 2.14891 0.1 0.0 0.2
H -0.67914 -1.97453 0.44312 0.0 0.1 -0.6
H 0.43870 2.22182 2.11757 0.0 0.2 -0.1
H 1.05441 2.92723 4.40072 0.1 0.1 0.2
H -0.81950 -1.62294 3.53232 0.0 -0.1 0.1
C -1.82898 5.43859 -2.47010 -0.1 0.0 -0.1
O -3.10312 4.88192 -2.69780 -0.1 0.1 0.2
C -3.35515 3.74412 -1.88932 0.1 0.1 -0.3
C -4.84098 3.52343 -1.71749 0.0 -0.1 0.1
O -5.44097 4.37403 -0.75127 0.0 0.0 0.0
C -5.65703 5.72725 -1.12750 0.0 0.0 0.2
C -6.79163 5.91812 -2.10906 0.2 0.1 -0.2
O -6.36523 5.63409 -3.43019 0.0 -0.2 0.0
C -7.44692 5.38509 -4.29754 0.1 0.1 0.0
H -1.03643 4.71877 -2.69905 -0.2 0.2 0.1
H -1.72075 6.29989 -3.12609 0.0 0.0 -0.1
H -1.72910 5.77429 -1.43028 0.1 -0.1 0.0
H -2.89264 3.86434 -0.90171 0.0 0.0 0.0
H -2.91385 2.86813 -2.38514 0.0 -0.1 0.2
H -4.97871 2.51209 -1.32742 0.0 0.0 0.0
H -5.36095 3.57960 -2.67557 0.1 0.1 -0.1
H -4.73866 6.18823 -1.49537 0.0 0.0 -0.2
H -5.93334 6.23452 -0.20081 0.0 0.0 0.0
H -7.12884 6.96353 -2.07132 -0.1 0.0 0.1
H -7.62700 5.26435 -1.82991 0.0 0.0 0.0
H -8.02176 4.51249 -3.96503 -0.1 0.0 0.0
H -7.03951 5.17761 -5.28490 0.0 0.0 0.0
H -8.11067 6.25520 -4.36285 -0.1 0.0 0.0
C 6.65510 -5.63154 -0.57838 0.0 0.1 -0.1
O 5.74189 -4.75511 -1.19735 -0.1 0.0 0.2
C 4.81852 -5.43683 -2.02902 0.2 0.2 0.0
C 3.55871 -4.62166 -2.21813 -0.1 -0.1 -0.1
O 2.66206 -4.68561 -1.11925 0.0 0.0 0.0
C 3.00732 -3.93536 0.03834 -0.1 0.0 0.0
C 2.82433 -2.44301 -0.11961 0.4 0.0 0.1
O 3.92632 -1.85901 -0.79810 -0.1 -0.1 -0.2
C 3.56770 -0.60146 -1.31920 0.1 0.0 0.0
H 7.24945 -6.17425 -1.32268 0.0 -0.1 0.0
H 7.32213 -5.03290 0.03874 0.0 0.0 0.0
H 6.13305 -6.34919 0.06554 0.0 -0.1 0.0
H 4.55623 -6.40797 -1.59261 0.0 0.0 0.0
H 5.29081 -5.60115 -3.00774 -0.1 -0.1 0.0
H 3.01002 -5.05755 -3.05617 0.0 0.0 0.0
H 3.79379 -3.58818 -2.48002 0.1 0.0 0.1
H 4.01601 -4.17516 0.37979 0.1 0.1 -0.1
H 2.30967 -4.27287 0.80864 0.0 0.0 0.0
H 2.75269 -1.97900 0.87333 -0.2 0.0 0.0
H 1.89952 -2.24295 -0.66874 -0.1 0.0 0.1
H 2.75086 -0.70115 -2.04444 -0.1 0.1 0.0
H 4.43320 -0.17990 -1.82671 0.0 0.0 0.0
H 3.25909 0.07734 -0.51449 -0.1 0.1 -0.1
C 1.44921 3.15424 -1.33209 0.1 -0.1 -0.1
O 2.06085 3.58919 -2.52438 -0.1 0.2 0.1
C 1.20194 3.46609 -3.64663 0.3 -0.2 0.0
C 1.60894 4.42294 -4.74364 -0.1 0.0 -0.1
O 1.18141 5.75961 -4.52413 0.0 0.0 0.0
C 1.89435 6.51651 -3.55634 -0.1 0.1 0.0
C 3.27020 6.95255 -4.00819 0.2 -0.1 0.2
O 4.20625 5.90005 -3.85237 -0.1 -0.1 -0.2
C 5.36467 6.09779 -4.62938 0.0 0.0 0.1
H 1.16175 2.09791 -1.40188 -0.1 0.0 0.1
H 2.16836 3.27476 -0.52339 0.1 0.0 0.0
H 0.56455 3.76099 -1.10416 -0.1 -0.1 0.0
H 0.16489 3.67171 -3.35925 0.2 -0.2 -0.1
H 1.26955 2.43527 -4.02134 -0.1 0.0 -0.1
H 1.09935 4.11016 -5.65760 0.0 0.0 0.0
H 2.68306 4.37300 -4.93175 0.0 0.0 0.2
H 1.94413 5.99213 -2.59998 0.2 -0.1 0.0
H 1.29453 7.41730 -3.40871 0.0 0.0 0.0
H 3.59929 7.80223 -3.39348 -0.1 0.1 -0.1
H 3.22411 7.26894 -5.05734 0.0 0.0 0.0
H 5.11756 6.13493 -5.69700 0.0 0.1 0.0
H 6.02909 5.25388 -4.45532 0.0 0.0 0.0
H 5.88101 7.02141 -4.34260 0.0 0.0 -0.1
C 0.10971 -4.00619 5.29721 -0.1 -0.3 -0.1
O -0.52347 -4.94470 4.44965 0.1 -0.2 0.1
C 0.37935 -5.52436 3.52359 -0.3 0.2 0.0
C -0.12854 -6.86260 3.03516 0.1 -0.1 -0.1
O 0.08192 -7.92535 3.95286 0.0 0.0 0.0
C -0.77531 -7.98011 5.08436 0.1 -0.1 0.0
C -2.18224 -8.43638 4.76776 -0.2 0.2 0.1
O -2.95632 -7.36562 4.25371 0.1 0.0 -0.2
C -4.09798 -7.81832 3.56439 0.0 0.1 0.1
H 0.53755 -3.18600 4.71546 0.1 0.0 0.1
H -0.63644 -3.60764 5.97524 -0.1 0.0 -0.1
H 0.89861 -4.48894 5.88781 0.1 0.1 0.0
H 1.36426 -5.66025 3.98582 0.0 0.0 0.0
H 0.47987 -4.84359 2.66493 0.2 -0.1 0.0
H 0.45456 -7.13191 2.15152 0.0 0.0 0.0
H -1.17556 -6.80017 2.73211 0.0 0.1 0.1
H -0.78241 -7.03107 5.62340 -0.1 0.1 -0.1
H -0.32591 -8.72914 5.73971 0.0 0.0 0.0
H -2.66022 -8.79657 5.68960 0.1 -0.1 0.0
H -2.14229 -9.25845 4.04274 0.0 0.0 0.0
H -3.81572 -8.43611 2.70350 0.0 -0.1 0.0
H -4.63644 -6.94417 3.20349 0.0 0.0 0.0
H -4.75748 -8.39364 4.22478 0.0 0.0 -0.1
```
Positions in Å, forces in eV/Å.

The value obtained for the highest occupied orbital energy is -9.14 eV. For the maximum force, the calculation gives 1.39 eV/A. For the total energy, the calculation gives -76320.461 eV. The calculation puts the HOMO-LUMO gap at 8.45 eV.

Here are the Löwdin charges for atoms 1 to 5, given in e: atom 1 (C): -0.051, atom 2 (O): 0.036, atom 3 (B): -0.614, atom 4 (O): 0.175, atom 5 (C): -0.092

(3)
The following is a quantum chemistry calculation of 11 unconnected molecules or ions with the total composition C44H88O22S11, from OMol25.

XYZ file:
```
165
Properties=species:S:1:pos:R:3:forces:R:3
C 3.02283 3.43418 -5.49222 -1.2 0.2 1.2
C 2.12212 3.49968 -4.18933 -1.3 2.3 -1.1
C 1.03471 4.70823 -4.39929 0.5 -0.6 0.3
S 0.78748 4.99519 -6.23480 2.1 -0.1 -0.4
O 1.37491 6.29651 -6.65751 -1.4 -2.3 1.1
O -0.53609 4.58643 -6.68859 0.9 0.4 0.4
C 2.05642 3.68025 -6.68256 0.1 -1.0 0.7
H 3.36904 2.40204 -5.54628 0.4 0.1 -0.2
H 3.86488 4.11372 -5.36072 -0.1 0.1 -0.4
H 2.63587 3.69810 -3.24870 0.3 0.0 -0.3
H 1.49118 2.63061 -4.00298 0.3 -0.3 -0.4
H 1.22529 5.68806 -3.96144 0.9 0.0 -0.3
H 0.15803 4.43305 -3.81294 -0.5 -0.3 -0.8
H 2.49061 3.70257 -7.68210 0.1 1.1 0.1
H 1.60469 2.68984 -6.73841 -1.1 0.2 0.1
C 3.41895 -1.26491 -1.35548 -0.8 -1.9 1.1
C 2.84328 -0.20277 -2.26738 0.9 0.8 -0.3
C 4.07640 0.77943 -2.41372 0.5 -1.3 1.1
S 5.02699 0.63792 -0.73830 -0.3 1.4 -2.2
O 4.77823 1.85833 0.00609 0.3 -0.3 0.0
O 6.39335 0.22527 -1.03972 -1.1 0.1 0.6
C 3.99376 -0.64409 -0.13716 0.8 0.4 1.8
H 4.19539 -1.92736 -1.73811 0.0 0.3 -0.9
H 2.68207 -1.98190 -0.99348 -0.4 0.0 -0.3
H 1.91664 0.24965 -1.91417 0.2 0.2 0.6
H 2.50833 -0.69156 -3.18226 0.5 0.3 -0.4
H 4.05503 1.85661 -2.57902 -0.6 -0.2 -0.2
H 4.74242 0.26670 -3.10771 0.2 0.4 -0.1
H 3.28356 -0.19041 0.55414 -0.2 0.2 -0.3
H 4.61613 -1.23290 0.53668 0.0 -0.6 -0.4
C -3.81180 -4.43564 -3.76744 0.6 -0.9 -3.1
C -3.84027 -4.47596 -2.33143 0.0 -0.9 3.1
C -3.73827 -6.04119 -1.82675 -0.9 1.7 -0.8
S -4.44530 -7.10947 -3.16262 1.7 3.4 -1.0
O -5.70842 -7.59498 -2.75030 -1.3 -0.8 0.4
O -3.42614 -7.99479 -3.68589 -0.3 0.3 0.2
C -4.66975 -5.61713 -4.33985 0.9 0.0 0.4
H -2.76426 -4.47101 -4.06661 0.1 -0.7 -0.5
H -4.09052 -3.47634 -4.20351 -0.5 -0.1 0.1
H -4.66506 -3.83883 -2.01225 -0.8 -1.0 0.7
H -3.02267 -3.91015 -1.88475 0.4 -0.3 -0.1
H -4.36426 -6.20760 -0.95008 0.4 -0.1 0.1
H -2.69129 -6.32330 -1.71560 -0.4 0.0 0.2
H -5.71662 -5.31522 -4.37181 -0.1 -0.4 0.2
H -4.34005 -5.92789 -5.33123 -0.1 -0.1 0.1
C 3.41928 5.54159 4.20519 -1.5 0.0 1.8
C 3.09073 5.41821 2.74448 1.2 0.0 -0.3
C 2.20734 4.22463 2.54490 -1.1 -0.1 -0.8
S 2.57996 3.06281 3.84902 -0.1 -2.2 1.0
O 3.27883 1.89165 3.27978 -0.9 1.7 0.7
O 1.41898 2.78928 4.73348 1.3 0.5 -1.6
C 3.66949 4.13598 4.82116 0.7 0.4 -1.0
H 2.48243 5.91572 4.61802 -0.2 0.0 0.4
H 4.11381 6.34852 4.43887 0.5 -0.5 0.0
H 3.97537 5.17480 2.15607 0.3 0.6 -0.1
H 2.64776 6.37406 2.46478 0.0 -0.3 -0.5
H 2.43991 3.76285 1.58533 -0.1 -0.3 0.2
H 1.14505 4.46876 2.53803 -0.1 -0.1 0.3
H 4.72385 3.90900 4.66332 -0.1 -0.6 -0.2
H 3.40182 3.86615 5.84275 -0.1 0.7 0.0
C -4.14221 -1.51055 3.07012 2.0 -3.2 1.7
C -5.29284 -1.43007 2.15425 -1.7 1.1 0.8
C -6.18205 -2.67096 1.97973 1.7 0.0 -0.7
S -5.85031 -3.72120 3.46195 3.0 0.9 2.7
O -5.09237 -4.97147 3.25953 -1.8 1.4 -0.9
O -6.91966 -3.66026 4.44048 -0.3 -0.4 -1.2
C -4.48100 -2.57798 4.22311 -1.8 1.1 -1.2
H -3.85499 -0.51311 3.40283 0.0 -0.2 0.3
H -3.28764 -2.02814 2.63435 0.4 0.5 -0.6
H -5.00977 -0.97381 1.20566 -0.3 0.0 0.0
H -5.92477 -0.76044 2.73766 -0.4 0.6 -0.6
H -5.74952 -3.15814 1.10585 -0.6 -0.7 0.0
H -7.17620 -2.26365 1.79572 -0.2 -1.0 0.4
H -3.73158 -3.26054 4.62384 0.2 0.2 -0.6
H -4.95337 -2.08590 5.07329 -0.3 -0.1 -0.1
C -0.54098 8.09610 0.32426 -2.7 1.3 0.2
C 0.87066 8.47759 0.58170 1.1 -0.4 1.4
C 0.91163 9.18028 1.98554 1.5 0.2 -0.7
S -0.29795 8.42819 3.06979 0.6 -1.8 0.7
O -1.04455 9.48699 3.73388 0.5 -0.8 -0.4
O 0.28463 7.32262 3.89845 -0.8 2.2 -1.8
C -1.30395 7.72090 1.67953 1.5 -0.3 0.5
H -0.58980 7.31959 -0.43913 -0.3 -0.2 0.4
H -0.93250 9.00019 -0.14202 -0.9 -0.1 0.1
H 1.27139 9.13207 -0.19236 -0.2 0.1 0.1
H 1.38812 7.52850 0.44180 0.9 0.2 1.0
H 0.76051 10.25685 1.90635 -1.0 -0.1 -0.3
H 1.88036 9.25127 2.48013 0.2 -0.9 0.1
H -2.24238 8.06123 2.11729 -0.6 0.5 -1.5
H -1.32942 6.63403 1.75804 0.3 0.0 0.3
C 2.08896 -7.57343 -2.66322 -0.5 -0.1 -0.4
C 0.79965 -7.62619 -1.84960 -0.6 0.6 0.8
C -0.02525 -6.35544 -2.13183 1.7 0.7 -0.5
S 1.19833 -4.99285 -2.18286 2.3 -0.6 3.2
O 1.24676 -4.24534 -0.89869 -0.2 -1.6 -1.9
O 1.20630 -4.22764 -3.37309 -1.0 1.1 -1.8
C 2.67611 -6.15865 -2.40840 -0.2 -0.9 0.6
H 1.81826 -7.86452 -3.67815 0.2 0.9 -0.5
H 2.81304 -8.35742 -2.44146 0.0 0.1 0.7
H 1.10674 -7.67030 -0.80469 -0.5 -0.1 0.3
H 0.01198 -8.34618 -2.07164 0.8 -0.9 0.0
H -0.85440 -6.19021 -1.44385 0.3 0.2 -0.3
H -0.24398 -6.38625 -3.19921 -0.9 -0.1 0.1
H 3.25555 -6.16263 -1.48518 -0.5 0.0 0.5
H 3.47355 -5.90314 -3.10619 -0.8 0.7 -0.6
C -3.12069 2.04167 7.71352 0.3 0.2 -0.1
C -1.90896 2.21961 6.76879 1.2 2.0 0.1
C -2.24309 2.03296 5.32144 -1.5 -1.1 -0.1
S -3.87840 2.88835 5.23061 -1.5 -1.6 -0.5
O -4.73226 2.33884 4.11382 2.0 1.4 2.4
O -3.68886 4.31493 5.43954 -0.2 -0.9 -0.5
C -4.38934 2.12301 6.91439 -0.5 -0.5 -2.1
H -3.12825 2.88333 8.40610 0.3 -0.5 0.4
H -3.14532 1.05979 8.18618 0.4 0.3 0.4
H -0.93516 1.79552 7.01367 -0.4 -0.7 0.3
H -1.64727 3.27729 6.79902 0.0 0.3 0.3
H -2.50052 0.98190 5.19065 -0.2 -0.2 -0.5
H -1.50269 2.29311 4.56498 -0.2 0.5 0.3
H -4.72344 1.11096 6.68584 0.1 -0.1 -0.5
H -5.28869 2.55201 7.35622 0.4 0.7 -0.1
C -0.41426 0.36506 -5.56269 1.4 0.6 -0.2
C -1.42837 1.17490 -6.31516 -0.4 -0.5 -1.3
C -2.73181 0.95823 -5.55112 -0.1 1.8 -0.7
S -2.56497 -0.63205 -4.87211 -0.6 -2.3 1.8
O -3.49979 -1.53783 -5.54561 0.4 0.8 1.0
O -2.53697 -0.44523 -3.39869 -0.1 -0.8 -2.0
C -0.88399 -1.10222 -5.41670 0.1 2.3 0.5
H -0.34274 0.96093 -4.65279 0.4 -0.8 0.8
H 0.53137 0.52429 -6.08091 0.3 -0.6 0.1
H -1.51408 0.78349 -7.32885 -0.1 0.1 -0.2
H -1.05487 2.19702 -6.37728 -0.6 0.1 0.0
H -3.67951 0.98376 -6.08899 0.3 -0.1 -0.3
H -2.78908 1.75062 -4.80484 -0.1 -0.5 0.5
H -0.81562 -1.59121 -6.38845 -0.5 -0.1 0.2
H -0.36696 -1.64259 -4.62374 -0.3 -0.1 0.0
C 5.26041 -6.59973 3.23153 0.2 1.6 0.4
C 3.69459 -6.57369 3.40611 1.1 -0.5 -2.0
C 3.23666 -6.00205 1.99392 0.7 1.0 1.5
S 4.41128 -4.49866 1.82530 -3.0 -1.2 -0.7
O 3.87437 -3.33269 2.50905 0.0 -0.7 -0.7
O 4.83222 -4.43898 0.47322 0.3 0.7 -2.1
C 5.64315 -5.14772 2.75924 0.8 -0.6 3.0
H 5.63466 -7.39411 2.58579 -0.3 0.1 -0.3
H 5.71584 -6.75199 4.21004 0.1 -0.1 0.0
H 3.39268 -6.01291 4.29069 0.0 0.1 -0.3
H 3.51141 -7.64128 3.52778 -0.9 0.2 0.0
H 2.24882 -5.59314 1.78165 -0.1 -0.1 0.6
H 3.44104 -6.77361 1.25162 0.4 0.4 -0.2
H 5.36735 -4.50473 3.59507 0.8 -0.3 0.9
H 6.63422 -4.80224 2.46508 -0.1 -0.6 -0.4
C 0.00466 -0.01755 1.03440 0.4 -1.0 0.3
C -1.08408 -0.13045 -0.07364 0.2 -0.4 0.7
C -1.67455 1.27463 -0.03028 1.1 0.7 -0.6
S -0.20143 2.42767 -0.08001 -1.8 -1.7 0.6
O -0.59321 3.64045 0.63749 0.9 -0.7 -0.6
O 0.30491 2.47934 -1.43511 0.2 0.4 -0.1
C 0.82718 1.22841 0.90925 -0.9 2.7 -0.2
H 0.76452 -0.77246 1.23645 -0.3 -0.8 -0.9
H -0.50841 -0.05548 1.99535 -0.3 0.5 0.0
H -1.80792 -0.88800 0.22685 -0.2 0.2 0.3
H -0.79434 -0.52657 -1.04690 0.5 0.7 -0.2
H -2.05863 1.48668 0.96753 -0.5 0.0 -0.2
H -2.32377 1.59017 -0.84700 -0.1 -0.2 0.2
H 0.83525 1.78897 1.84403 0.7 -0.3 0.2
H 1.79410 1.19031 0.40752 -0.1 -0.1 0.2
```
Positions in Å, forces in eV/Å.

The value obtained for the highest occupied orbital energy is -9.97 eV. For the maximum force, the calculation gives 4.17 eV/A. The SMILES is O=S1(=O)CCCC1.O=S1(=O)CCCC1.O=S1(=O)CCCC1.O=S1(=O)CCCC1.O=S1(=O)CCCC1.O=S1(=O)CCCC1.O=S1(=O)CCCC1.O=S1(=O)CCCC1.O=S1(=O)CCCC1.O=S1(=O)CCCC1.O=S1(=O)CCCC1. For the total energy, the calculation gives -211275.977 eV. Its relative energy (zero: lowest compared OMol25 entry of this formula, charge and spin) is 183.9 kcal per mole. The calculation puts the HOMO-LUMO gap at 10.02 eV.

Here are the Löwdin charges for atoms 1 to 5, given in e: atom 1 (C): -0.196, atom 2 (C): -0.172, atom 3 (C): -0.179, atom 4 (S): 0.739, atom 5 (O): -0.357

(4)
The following is a quantum chemistry calculation of C7H9N3 in the gas phase, from OMol25.

XYZ file:
```
19
Properties=species:S:1:pos:R:3:forces:R:3
C 2.49355 -1.41806 -0.02626 0.1 0.2 0.9
C 1.94834 1.46997 0.61771 1.5 -0.9 -0.2
C 2.06268 1.26151 -0.87325 -0.8 1.4 -0.1
C 1.11980 -1.00013 0.01167 -1.3 0.9 -0.8
C -2.14913 -0.21327 -0.64948 0.6 1.9 -2.0
C 0.99322 0.52856 -0.08000 1.1 0.7 0.4
C -3.14388 -1.06846 -0.09803 -0.4 0.1 1.7
N 3.61260 -1.62681 -0.12087 0.7 -0.4 -0.1
N -1.23073 0.34887 -0.09569 -2.3 -2.7 2.8
N -0.24439 1.14292 -0.06255 1.1 2.2 -2.0
H 2.58908 1.00175 1.30274 1.2 -0.9 0.5
H 1.73167 2.44106 1.02315 -0.9 0.2 -0.4
H 1.54911 2.18336 -1.25845 1.1 -1.2 -0.7
H 2.83526 0.66418 -1.43937 -0.9 1.1 0.9
H 0.79629 -1.36363 -1.01471 -0.7 0.0 1.5
H 0.49828 -1.25723 0.90914 0.7 -0.7 -1.1
H -2.67299 -1.90626 0.30317 0.8 -2.1 0.0
H -3.94098 -1.26609 -0.71440 -1.5 -0.9 -1.7
H -3.61137 -0.72924 0.80796 -0.1 1.2 0.6
```
Positions in Å, forces in eV/Å.

The value obtained for the highest occupied orbital energy (alpha / beta) is -6.22 / -9.81 eV. For the maximum force, the calculation gives 4.54 eV/A. As for the spin multiplicity: 3. For the total energy, the calculation gives -11867.815 eV. Its relative energy (zero: lowest compared OMol25 entry of this formula, charge and spin) is 71.8 kcal per mole. The calculation puts the HOMO-LUMO gap (alpha / beta) at 7.13 / 8.39 eV.

Here are the Löwdin charges for atoms 1 to 5, given in e: atom 1 (C): -0.260, atom 2 (C): -0.077, atom 3 (C): -0.052, atom 4 (C): -0.102, atom 5 (C): -0.085

> maximum force of number 2 (C31H63BN2O14S)?

1.39 eV/A